No. 1
{"formula": "C17H17BBrO4S", "method": "the ωB97M-V functional and the def2-TZVPD basis", "species": ["Br", "S", "O", "O", "O", "O", "C", "C", "C", "C", "C", "C", "C", "C", "C", "C", "C", "C", "C", "C", "C", "C", "C", "B", "H", "H", "H", "H", "H", "H", "H", "H", "H", "H", "H", "H", "H", "H", "H", "H", "H"], "coordinates": [[2.223, -5.414, -2.118], [1.448, -2.437, -1.379], [2.737, -5.949, 1.542], [3.766, -3.695, -0.231], [-1.010, 1.005, 1.431], [-2.409, 4.677, -2.233], [-2.293, 5.812, 1.784], [2.103, -4.688, 1.279], [-1.289, 1.830, 0.589], [-0.938, -0.091, -2.624], [3.170, -3.623, 1.036], [-0.930, 0.233, -1.275], [-1.677, 2.137, -3.163], [-1.312, 0.862, -3.564], [-1.644, 3.231, 0.986], [-2.062, 3.847, -1.417], [-1.607, 3.573, 2.334], [-1.929, 4.859, 2.731], [-2.334, 5.475, 0.442], [-1.298, 1.510, -0.865], [-2.008, 4.184, 0.038], [1.199, -4.318, 2.437], [-1.671, 2.469, -1.813], [3.079, -3.541, -1.451], [-0.624, -1.082, -2.926], [2.719, -2.634, 1.200], [-1.313, 0.607, -4.616], [3.972, -3.774, 1.767], [1.531, -4.773, 0.353], [2.038, -1.261, -1.093], [-1.898, 5.124, 3.780], [1.789, -4.130, 3.343], [-0.628, -0.499, -0.538], [-2.614, 6.193, -0.318], [2.602, -6.505, 0.769], [-1.320, 2.809, 3.045], [3.805, -3.212, -2.345], [0.647, -3.404, 2.199], [-2.544, 6.817, 2.097], [-1.968, 2.896, -3.876], [0.494, -5.120, 2.661]], "homo_ha": -0.186, "total_charge": -1, "homo_lumo_gap_ev": 5.92, "fmax_ha_per_bohr": 0.0064}

=====

No. 2
{"formula": "C17H17Br15F4O12", "method": "the ωB97M-V functional and the def2-TZVPD basis", "species": ["Br", "Br", "Br", "Br", "Br", "Br", "Br", "Br", "Br", "Br", "Br", "Br", "Br", "Br", "Br", "F", "F", "F", "F", "O", "O", "O", "O", "O", "O", "O", "O", "O", "O", "O", "O", "C", "C", "C", "C", "C", "C", "C", "C", "C", "C", "C", "C", "C", "C", "C", "C", "C", "H", "H", "H", "H", "H", "H", "H", "H", "H", "H", "H", "H", "H", "H", "H", "H", "H"], "coordinates": [[-0.487, -4.294, -3.728], [0.414, 1.031, -6.632], [-4.539, -1.485, -5.253], [2.678, -4.690, -4.144], [-4.139, -5.513, 1.423], [2.580, -3.061, 2.214], [2.230, -1.565, -6.494], [-3.703, -2.409, 1.091], [-1.822, -4.502, -0.386], [1.074, -6.052, -1.662], [-4.054, 1.270, -3.672], [0.283, -0.924, -4.098], [2.529, -2.646, 5.370], [1.534, -0.299, 3.533], [-3.161, -1.532, -2.417], [-0.725, 6.428, -0.951], [3.016, 1.922, -1.827], [-1.465, 0.027, 4.042], [-0.680, 1.448, 0.413], [-2.172, -1.698, 5.241], [3.266, 3.713, -0.474], [-0.210, 2.893, -3.669], [3.340, 2.259, 1.188], [-0.996, -3.325, 6.194], [0.571, -1.766, -0.047], [1.901, 3.934, 1.287], [-0.232, 4.838, -2.527], [-0.647, -1.163, 6.760], [-1.645, 3.196, -1.971], [1.253, 0.335, -0.279], [2.549, -1.351, -0.853], [1.402, -0.136, -5.490], [1.587, -0.949, -0.441], [-1.222, -2.175, 6.112], [-1.834, 4.276, -1.001], [1.238, -4.544, -2.866], [1.637, -2.220, 3.668], [-1.274, 0.066, 6.404], [-0.688, 3.591, -2.863], [2.741, 3.369, 0.722], [3.932, 2.602, -1.028], [-0.163, 0.404, -0.325], [-1.279, 5.450, -1.804], [4.269, 1.792, 0.210], [-3.375, -0.500, -4.016], [-2.152, -0.319, 5.188], [-0.487, -0.930, 0.375], [-2.810, -4.114, 1.264], [-3.109, 0.184, 5.132], [-0.525, -0.677, 1.437], [-2.442, -0.372, -4.538], [-2.079, -4.047, 2.051], [-2.024, 5.953, -2.430], [4.051, 0.735, 0.037], [2.209, 0.382, -5.011], [-1.260, 3.960, -0.136], [-0.444, 0.669, 6.027], [0.693, -2.737, 3.734], [-1.686, 0.585, 7.262], [4.766, 2.923, -1.643], [1.464, -3.687, -2.248], [5.284, 1.855, 0.601], [-2.893, 4.462, -0.837], [-1.478, -1.304, 0.115], [-0.590, 0.439, -1.330]], "homo_ha": -0.363, "total_charge": 0, "homo_lumo_gap_ev": 9.66, "fmax_ha_per_bohr": 0.1480}

=====

No. 3
{"formula": "C17H17Cl2F3N4O3Ru", "method": "the ωB97M-V functional and the def2-TZVPD basis", "species": ["Ru", "Cl", "Cl", "F", "F", "F", "O", "O", "O", "N", "N", "N", "N", "C", "C", "C", "C", "C", "C", "C", "C", "C", "C", "C", "C", "C", "C", "C", "C", "C", "H", "H", "H", "H", "H", "H", "H", "H", "H", "H", "H", "H", "H", "H", "H", "H", "H"], "coordinates": [[0.273, -0.159, -0.518], [-0.189, -0.955, -3.249], [-3.003, -0.354, -3.648], [0.596, -2.369, 0.988], [0.482, -2.981, -1.081], [-1.327, -2.521, -0.004], [2.326, 3.086, -1.896], [-0.143, 3.709, -1.805], [0.397, 0.422, 1.721], [-1.710, 0.713, -0.717], [2.361, -0.350, -0.988], [-0.236, -0.484, 3.716], [0.672, 1.640, -1.237], [2.893, 0.826, -1.348], [-0.047, -2.123, -0.188], [3.155, -1.415, -0.897], [-2.884, 0.189, -0.375], [1.960, 2.006, -1.533], [4.246, 0.999, -1.602], [-4.038, 0.961, -0.307], [-2.754, 2.844, -1.019], [4.517, -1.332, -1.161], [0.556, 0.229, 2.938], [-1.776, -1.634, -3.668], [-3.973, 2.306, -0.633], [0.000, -0.628, 5.128], [-1.647, 2.011, -1.040], [5.074, -0.113, -1.515], [-0.302, 2.588, -1.421], [-1.405, -1.154, 3.197], [5.123, -2.223, -1.097], [6.128, -0.020, -1.734], [-4.860, 2.922, -0.604], [-2.631, 3.883, -1.282], [1.418, 0.686, 3.447], [0.896, -0.095, 5.432], [-1.695, -2.036, -4.679], [2.713, -2.365, -0.627], [4.607, 1.979, -1.875], [-2.244, -1.035, 3.885], [-1.198, -2.224, 3.085], [-2.037, -2.406, -2.942], [0.111, -1.683, 5.390], [-1.677, -0.738, 2.224], [-0.848, -0.237, 5.696], [-2.916, -0.870, -0.158], [-4.965, 0.506, 0.000]], "multiplicity": 5, "homo_ha": [-0.591, -0.587], "e_above_lowest_ev": 0.000, "total_charge": 2, "homo_lumo_gap_ev": [8.57, 5.70], "fmax_ha_per_bohr": 0.0540}

=====

No. 4
{"formula": "C17H17Cl2F5FeN3S2", "method": "the ωB97M-V functional and the def2-TZVPD basis", "species": ["Fe", "Cl", "Cl", "S", "S", "F", "F", "F", "F", "F", "N", "N", "N", "C", "C", "C", "C", "C", "C", "C", "C", "C", "C", "C", "C", "C", "C", "C", "C", "C", "H", "H", "H", "H", "H", "H", "H", "H", "H", "H", "H", "H", "H", "H", "H", "H", "H"], "coordinates": [[-0.012, 1.425, 0.165], [-0.147, 3.864, -0.557], [1.623, 5.693, -2.001], [-1.219, 2.082, 2.152], [-1.640, -1.124, 1.295], [1.567, 0.322, 2.067], [3.017, 0.264, -1.112], [2.256, 1.966, 0.749], [3.755, -0.301, 0.833], [2.168, -1.448, -0.089], [-0.737, -2.425, -1.287], [-0.866, -0.417, -0.056], [0.376, 0.930, -1.787], [-1.338, -3.308, -0.356], [1.289, -0.063, -4.214], [0.184, -0.349, -2.123], [-1.779, -2.831, 0.863], [-0.153, 3.352, 2.877], [-0.525, -1.110, -1.081], [-1.479, -4.645, -0.674], [-2.355, -3.699, 1.773], [-1.564, 1.155, 3.661], [1.060, 5.211, -0.424], [1.489, 1.260, -3.879], [2.663, -0.205, 0.089], [0.622, -0.882, -3.318], [1.020, 1.714, -2.659], [1.606, 0.688, 0.756], [-2.492, -5.047, 1.464], [-2.057, -5.518, 0.238], [-0.637, 0.967, 4.199], [-1.137, -5.008, -1.638], [0.464, -1.921, -3.571], [1.886, 4.830, 0.164], [-2.939, -5.719, 2.183], [-2.245, 1.750, 4.266], [1.168, 2.742, -2.370], [-2.701, -3.323, 2.730], [0.461, 2.902, 3.654], [1.644, -0.460, -5.156], [2.001, 1.940, -4.544], [-0.383, -2.840, -2.129], [-2.161, -6.564, -0.015], [0.499, 3.743, 2.103], [0.541, 6.030, 0.056], [-0.754, 4.157, 3.295], [-2.036, 0.219, 3.409]], "homo_ha": [-0.387, -0.388], "e_above_lowest_ev": 0.000, "total_charge": 1, "homo_lumo_gap_ev": [6.96, 6.96], "fmax_ha_per_bohr": 0.0506}

=====

No. 5
{"formula": "C17H17ClN4O2S", "method": "the ωB97M-V functional and the def2-TZVPD basis", "species": ["Cl", "S", "O", "O", "N", "N", "N", "N", "C", "C", "C", "C", "C", "C", "C", "C", "C", "C", "C", "C", "C", "C", "C", "C", "C", "H", "H", "H", "H", "H", "H", "H", "H", "H", "H", "H", "H", "H", "H", "H", "H", "H"], "coordinates": [[7.655, 1.594, 2.558], [2.024, -0.969, -0.230], [2.914, -1.900, 0.553], [2.307, -0.981, -1.673], [5.075, 0.777, 2.656], [-4.595, -0.273, -0.244], [2.237, 0.514, 0.541], [3.853, 0.716, 2.145], [-0.515, 0.759, -1.036], [-1.591, 1.567, -1.426], [5.903, 1.349, 0.494], [4.374, 1.536, -1.460], [3.554, 0.874, 0.822], [-3.252, 0.087, -0.482], [-0.102, -2.470, 0.833], [-2.446, -1.862, 0.836], [-5.423, -0.628, -1.363], [0.181, -1.335, 0.081], [-0.830, -0.494, -0.338], [-5.223, -0.080, 1.100], [4.597, 1.207, 0.002], [6.101, 1.163, 1.889], [-1.401, -2.749, 1.113], [-2.175, -0.783, -0.007], [-2.988, 1.255, -1.259], [-4.913, 0.921, 1.318], [-3.739, 1.888, -1.741], [-1.355, 2.483, -2.016], [3.547, 2.042, -1.810], [5.359, 2.063, -1.711], [-4.805, -0.807, 1.808], [4.461, 0.547, -1.899], [-1.591, -3.718, 1.687], [-6.318, -0.103, 0.978], [1.725, 0.420, 1.446], [-5.724, 0.231, -1.928], [-6.339, -1.065, -0.954], [0.439, 1.020, -1.336], [6.720, 1.748, -0.207], [0.698, -3.079, 1.088], [-3.454, -2.093, 1.089], [-4.947, -1.373, -1.914]], "homo_ha": -0.299, "e_above_lowest_ev": 5.074, "total_charge": 0, "homo_lumo_gap_ev": 7.77, "fmax_ha_per_bohr": 0.0954, "smiles": "Cc1cc(Cl)nnc1NS(=O)(=O)c1cccc2c(N(C)C)cccc12"}